Model 1:
C4H7ClO2 | the ωB97M-V functional and the def2-TZVPD basis

Values from the calculation:
**Multiplicity**: 1
**Gap between HOMO and LUMO**: 10.03 eV
**Molecular weight**: 122.55 g/mol

```
14
Properties=species:S:1:pos:R:3:nbo_charge:R:1
Cl -0.88 1.95 0.19 -0.09
O 0.42 -0.11 0.96 -0.56
O -2.90 -1.16 0.11 -0.48
C -0.54 0.21 0.05 0.18
C 1.74 0.35 0.67 -0.27
C -0.12 -0.26 -1.33 -0.70
C -2.11 -0.60 0.77 0.49
H 1.70 1.22 -0.09 0.19
H -0.89 -0.90 -1.74 0.24
H 0.12 0.55 -2.08 0.24
H 0.83 -1.01 -1.27 0.23
H 2.24 -0.55 0.31 0.18
H -1.88 -0.39 1.92 0.15
H 2.27 0.71 1.52 0.20
```

=====

Model 2:
C4H7ClO2 | the ωB97M-V functional and the def2-TZVPD basis

Values from the calculation:
**Multiplicity**: 1
**Gap between HOMO and LUMO**: 10.73 eV
**SMILES**: C[C@H](CO)C(=O)Cl
**Molecular weight**: 122.55 g/mol

```
14
Properties=species:S:1:pos:R:3:nbo_charge:R:1
Cl -2.47 -0.98 -0.40 0.02
O -2.37 1.38 0.64 -0.50
O 1.32 -1.68 0.21 -0.70
C -0.13 0.45 0.28 -0.32
C 0.08 0.52 -1.24 -0.62
C -1.81 0.38 0.31 0.50
C 1.18 -0.45 0.86 -0.06
H 1.10 0.77 -1.50 0.22
H -0.30 -0.38 -1.60 0.22
H 0.13 1.37 0.78 0.21
H 0.70 -2.27 0.77 0.47
H -0.73 1.24 -1.80 0.21
H 1.27 -0.44 1.98 0.17
H 2.05 0.09 0.71 0.18
```

=====

Model 3:
C4H7ClO2 | the ωB97M-V functional and the def2-TZVPD basis

Values from the calculation:
**Multiplicity**: 1
**Gap between HOMO and LUMO**: 11.48 eV
**SMILES**: CC(C)(Cl)OC=O
**Molecular weight**: 122.55 g/mol

```
14
Properties=species:S:1:pos:R:3:nbo_charge:R:1
Cl 0.39 -2.15 0.86 -0.01
O 1.21 0.13 0.62 -0.54
O 0.93 2.20 -0.15 -0.57
C 1.50 1.40 0.46 0.67
C 0.01 -0.59 0.18 0.26
C -0.01 -0.65 -1.32 -0.65
C -1.31 -0.12 0.71 -0.66
H -1.34 -0.23 1.83 0.23
H -0.18 0.38 -1.67 0.24
H -0.71 -1.22 -1.73 0.22
H -2.02 -0.70 0.22 0.23
H 0.84 -1.06 -1.74 0.23
H -1.64 0.91 0.56 0.24
H 2.33 1.69 1.17 0.11
```

=====

Which structure is the most stable? The one labeled model 3.

=====

Model 1:
C8H20O2 | the ωB97M-V functional and the def2-TZVPD basis

Values from the calculation:
**Multiplicity**: 1
**Gap between HOMO and LUMO**: 10.66 eV
**SMILES**: CCCOC.CCCOC
**Molecular weight**: 148.25 g/mol

```
30
Properties=species:S:1:pos:R:3:nbo_charge:R:1
O -2.20 0.46 -2.94 -0.56
O 2.57 -0.42 3.01 -0.56
C -0.70 1.14 1.91 -0.62
C -0.48 -1.60 -1.59 -0.61
C -3.12 0.65 -4.01 -0.25
C 0.50 0.22 1.91 -0.41
C 3.19 -0.62 4.33 -0.26
C -0.92 0.04 -3.43 -0.06
C 0.07 -0.29 -2.27 -0.42
C 1.58 0.59 3.02 -0.05
H -1.35 0.78 1.10 0.22
H -1.02 -0.87 -4.04 0.15
H 0.29 -2.01 -0.92 0.21
H -0.62 -2.29 -2.44 0.20
H -1.27 1.14 2.85 0.21
H 0.01 0.57 -1.58 0.21
H 0.22 -0.83 2.11 0.21
H 3.79 0.28 4.55 0.17
H 1.14 -0.47 -2.48 0.22
H -3.58 -0.35 -4.15 0.17
H -1.43 -1.53 -1.04 0.22
H -3.93 1.38 -3.82 0.19
H -0.39 2.18 1.68 0.21
H 1.17 0.63 4.04 0.16
H 1.08 0.24 0.97 0.21
H 2.53 -0.83 5.19 0.17
H 3.89 -1.47 4.21 0.20
H -0.51 0.84 -4.08 0.17
H 2.10 1.54 2.83 0.16
H -2.60 0.93 -4.94 0.17
```

=====

Model 2:
C8H20O2 | the ωB97M-V functional and the def2-TZVPD basis

Values from the calculation:
**Multiplicity**: 1
**Gap between HOMO and LUMO**: 10.24 eV
**SMILES**: CC[C@H](C)O.CC[C@H](C)O
**Molecular weight**: 148.25 g/mol

```
30
Properties=species:S:1:pos:R:3:nbo_charge:R:1
O -2.58 2.90 2.24 -0.77
O -1.31 0.34 2.74 -0.76
C -1.74 3.95 2.74 0.09
C -0.59 3.96 1.82 -0.61
C -0.62 -1.08 0.99 -0.41
C -2.38 5.38 2.59 -0.41
C 0.00 0.00 0.00 -0.61
C -3.60 5.60 3.49 -0.61
C -1.80 -0.68 1.84 0.10
C -2.83 0.03 0.96 -0.65
H -3.19 5.42 4.49 0.20
H 0.92 -0.38 -0.48 0.22
H -3.18 -0.76 0.28 0.21
H -2.22 2.01 2.46 0.50
H -4.06 6.60 3.48 0.21
H -2.32 -1.48 2.40 0.18
H -4.39 4.85 3.29 0.22
H -3.64 0.25 1.67 0.22
H 0.19 4.66 2.17 0.20
H -0.89 4.24 0.80 0.21
H 0.18 -1.44 1.66 0.19
H -2.64 5.51 1.52 0.20
H -1.34 3.71 3.75 0.16
H -0.78 -0.10 3.44 0.48
H -0.74 0.23 -0.78 0.21
H -1.01 -1.95 0.43 0.20
H -2.63 0.94 0.37 0.24
H 0.24 0.93 0.54 0.22
H -1.66 6.19 2.86 0.20
H -0.15 2.94 1.79 0.20
```

=====

Which structure is the most stable? The one labeled model 2.

=====

Model 1:
C20H22N2O3 | the ωB97M-V functional and the def2-TZVPD basis

Values from the calculation:
**Multiplicity**: 1
**Gap between HOMO and LUMO**: 9.13 eV
**SMILES**: COc1ccc(C(=O)N(CN2CCCC2=O)c2ccc(C)cc2)cc1
**Molecular weight**: 338.41 g/mol

```
47
Properties=species:S:1:pos:R:3:nbo_charge:R:1
O -3.10 5.59 0.68 -0.51
O -0.02 0.12 -2.99 -0.63
O -2.04 -0.38 1.60 -0.60
N 1.57 -0.39 -1.31 -0.45
N -0.08 -0.31 0.53 -0.48
C 1.84 -1.19 -3.48 -0.49
C -1.96 3.71 -0.57 -0.30
C -1.68 1.70 0.78 -0.11
C -2.47 4.36 0.60 0.33
C 0.04 -2.72 0.04 -0.19
C 0.82 -4.16 1.81 -0.01
C 0.98 -0.43 -2.52 0.69
C -3.34 6.33 -0.56 -0.26
C 2.92 -0.95 -1.27 -0.20
C -2.64 3.67 1.77 -0.28
C -2.21 2.36 1.85 -0.14
C -1.59 2.43 -0.46 -0.18
C 0.43 -3.99 0.47 -0.21
C 0.64 -1.78 2.20 -0.14
C 0.95 -3.07 2.64 -0.23
C 1.18 -5.53 2.37 -0.63
C 3.21 -1.42 -2.75 -0.40
C 0.25 -1.63 0.91 0.12
C -1.32 0.28 0.88 0.66
C 1.00 0.33 -0.22 -0.03
H 0.56 -0.95 2.84 0.22
H -1.86 4.30 -1.47 0.22
H 3.56 -2.44 -2.72 0.21
H 3.14 -1.73 -0.58 0.20
H -0.30 -2.50 -0.93 0.22
H 4.02 -0.82 -3.22 0.21
H 3.65 -0.18 -0.95 0.19
H 0.17 -4.84 -0.11 0.21
H -3.14 4.33 2.46 0.24
H 1.46 -6.22 1.57 0.21
H 0.70 1.34 -0.59 0.23
H -3.94 5.68 -1.16 0.18
H -2.45 6.56 -1.07 0.18
H 2.04 -5.39 2.93 0.22
H -2.30 1.95 2.78 0.22
H 1.37 -2.10 -3.64 0.23
H -3.96 7.23 -0.53 0.21
H 2.07 -0.63 -4.35 0.23
H 1.83 0.55 0.46 0.19
H -1.26 2.11 -1.40 0.24
H 1.01 -3.26 3.74 0.21
H 0.27 -5.95 2.91 0.22
```

=====

Model 2:
C20H22N2O3 | the ωB97M-V functional and the def2-TZVPD basis

Values from the calculation:
**Multiplicity**: 1
**Gap between HOMO and LUMO**: 8.43 eV
**SMILES**: O=C(NCCc1ccccc1)c1ccccc1NC(=O)[C@@H]1CCCO1
**Molecular weight**: 338.41 g/mol

```
47
Properties=species:S:1:pos:R:3:nbo_charge:R:1
O 2.38 -0.01 1.32 -0.57
O -0.85 -0.42 2.00 -0.62
O 1.83 2.68 -0.72 -0.69
N -2.76 -0.82 1.02 -0.63
N 0.43 1.63 0.49 -0.60
C -2.28 3.88 -0.93 -0.14
C -1.72 -0.08 1.26 0.67
C 4.31 -0.57 0.02 -0.42
C 3.99 1.03 -0.17 -0.38
C -2.13 1.37 0.81 -0.12
C -0.29 -0.71 -2.19 -0.19
C 0.04 -2.86 -0.56 -0.18
C -2.74 -2.51 1.04 -0.22
C -3.47 3.11 -0.04 -0.14
C -1.40 -1.10 -1.54 -0.24
C 1.05 -1.97 -1.05 -0.15
C -0.94 3.20 -0.48 -0.09
C -0.85 1.79 0.22 0.19
C -1.33 -2.31 -0.90 0.03
C -3.27 1.96 0.50 -0.25
C 0.86 -0.92 -1.92 -0.27
C -2.50 -2.96 -0.30 -0.52
C 1.52 1.85 0.18 0.60
C 3.60 -0.65 1.34 -0.07
C 2.77 1.34 0.77 0.05
H -2.01 -2.62 2.03 0.26
H -4.06 1.25 0.87 0.21
H 5.36 -0.72 0.13 0.23
H 0.23 -3.60 -0.02 0.18
H 3.86 1.43 -1.04 0.22
H 2.06 -2.63 -0.80 0.20
H -2.42 -0.82 -1.92 0.21
H -3.72 -2.85 1.69 0.23
H -0.51 0.34 -2.53 0.21
H 4.16 -0.63 2.47 0.20
H 4.93 1.57 0.51 0.20
H -0.19 3.55 -0.80 0.15
H 3.81 -0.84 -0.73 0.19
H -3.58 -0.64 0.37 0.40
H -4.23 3.42 -0.37 0.16
H 0.29 0.62 1.19 0.47
H 1.86 -0.67 -2.16 0.24
H -2.33 -4.00 0.09 0.25
H -2.48 4.70 -1.29 0.15
H -3.40 -2.87 -0.91 0.22
H 2.84 1.97 1.91 0.21
H 3.27 -1.89 1.14 0.17
```

=====

Model 3:
C20H22N2O3 | the ωB97M-V functional and the def2-TZVPD basis

Values from the calculation:
**Multiplicity**: 1
**Gap between HOMO and LUMO**: 9.86 eV
**SMILES**: CNC(=O)[C@@H]1C[C@H]1[C@@H](NC(=O)OCc1ccccc1)c1ccccc1
**Molecular weight**: 338.41 g/mol

```
47
Properties=species:S:1:pos:R:3:nbo_charge:R:1
O 4.37 2.04 0.93 -0.65
O 0.20 -1.21 -1.93 -0.52
O -0.65 0.81 -1.32 -0.66
N 3.61 2.72 -1.08 -0.61
N 0.46 -0.51 0.16 -0.63
C -1.21 -1.32 2.31 -0.22
C -1.71 -2.06 3.37 -0.21
C -1.18 -1.89 4.64 -0.21
C -0.17 -0.42 2.50 0.05
C -4.24 -0.89 -3.63 -0.20
C -0.15 -0.99 4.84 -0.21
C 0.34 0.37 1.31 -0.09
C -2.88 -0.65 -3.78 -0.23
C -0.48 -1.10 -3.17 -0.10
C 3.44 2.31 0.19 0.67
C 1.65 1.08 1.55 -0.22
C -1.96 -1.36 -3.02 0.04
C 4.92 2.89 -1.67 -0.42
C 1.69 2.48 2.06 -0.40
C -3.76 -2.54 -1.96 -0.19
C 0.35 -0.26 3.78 -0.23
C -0.05 -0.21 -1.05 0.89
C 2.01 2.21 0.61 -0.33
C -2.41 -2.31 -2.11 -0.25
C -4.68 -1.84 -2.72 -0.22
H -1.64 -1.44 1.32 0.22
H 5.08 3.92 -1.99 0.19
H 2.48 0.43 1.84 0.24
H 0.26 -0.86 5.83 0.21
H 2.51 2.76 2.70 0.24
H -0.42 1.11 1.03 0.24
H -0.32 -0.10 -3.60 0.20
H -1.69 -2.85 -1.52 0.22
H -5.74 -2.02 -2.59 0.21
H 1.28 2.48 -0.13 0.23
H -2.52 -2.75 3.21 0.21
H 5.04 2.22 -2.53 0.19
H -4.10 -3.28 -1.24 0.21
H 0.98 -1.37 0.26 0.41
H 1.15 0.45 3.95 0.22
H -0.02 -1.85 -3.81 0.20
H 5.65 2.63 -0.91 0.24
H -1.57 -2.47 5.47 0.21
H 2.81 2.92 -1.66 0.39
H 0.75 2.97 2.28 0.22
H -2.54 0.10 -4.48 0.21
H -4.95 -0.34 -4.22 0.21
```

=====

Which structure is the most stable? The one labeled model 3.

=====

Model 1:
C4H6ClNO | the ωB97M-V functional and the def2-TZVPD basis

Values from the calculation:
**Multiplicity**: 1
**Gap between HOMO and LUMO**: 8.91 eV
**SMILES**: O=CC1(Cl)CNC1
**Molecular weight**: 119.55 g/mol

```
13
Properties=species:S:1:pos:R:3:nbo_charge:R:1
Cl -0.62 -0.48 1.56 -0.01
O 0.03 2.27 -0.84 -0.53
N 0.54 -1.61 -1.16 -0.66
C 1.48 -0.51 -0.43 -0.24
C 0.02 0.03 0.05 -0.18
C -0.63 -0.58 -1.20 -0.26
C -0.07 1.54 0.23 0.39
H 2.49 -0.78 0.19 0.24
H -0.45 1.98 1.08 0.15
H -0.61 0.37 -2.03 0.25
H -1.66 -1.00 -0.91 0.22
H 0.14 -2.52 -0.65 0.39
H 1.75 0.37 -1.19 0.23
```

=====

Model 2:
C4H6ClNO | the ωB97M-V functional and the def2-TZVPD basis

Values from the calculation:
**Multiplicity**: 1
**Gap between HOMO and LUMO**: 9.94 eV
**SMILES**: O=CC1(Cl)CNC1
**Molecular weight**: 119.55 g/mol

```
13
Properties=species:S:1:pos:R:3:nbo_charge:R:1
Cl 2.07 -1.01 -0.04 -0.01
O -1.70 -1.66 -0.09 -0.51
N 0.16 1.65 0.00 -0.62
C 0.41 -0.47 -0.01 -0.18
C -0.47 -1.71 0.02 0.43
C 0.10 0.65 -1.05 -0.21
C 0.06 0.60 1.08 -0.21
H -0.61 2.31 -0.09 0.36
H -0.89 0.63 -1.56 0.20
H 0.88 0.65 -1.82 0.20
H 0.88 0.64 1.84 0.21
H -0.95 0.38 1.48 0.21
H 0.08 -2.66 0.23 0.13
```

=====

Which structure is the most stable? The one labeled model 2.